DFT (ωB97M-V with the def2-TZVPD basis set) results for a molecular structure, C3H7N.

**M**: 57.1 g/mol
**Highest occupied orbital energy**: -9.70 eV
**ΔE to the lowest compared entry with this formula, charge and spin**: 3.531 eV
**E_tot**: -4710.6257 eV
**Net charge**: 0
**Frontier orbital gap**: 10.84 eV

XYZ file:
```
11
Properties=species:S:1:pos:R:3:forces:R:3:nbo_charge:R:1
C 1.4384 -0.0520 0.0831 1.5 -3.7 0.9 -0.454
C -1.0239 -0.6386 0.1793 -2.8 -3.0 -3.3 -0.272
C -0.7049 0.7818 0.1724 -1.2 3.4 1.2 -0.297
H 2.0872 0.8386 -0.1143 -1.3 -0.3 0.4 0.217
H 1.1929 -0.2985 1.2187 0.7 1.1 -2.1 0.177
H 2.2968 -0.9551 -0.1036 -2.8 1.9 -0.3 0.191
H -0.7431 -1.4787 0.9458 -0.6 2.2 -1.2 0.228
H -2.0806 -0.9828 -0.5816 3.6 0.9 2.5 0.201
H -0.3276 1.0952 1.1975 0.2 -0.1 -1.5 0.193
H -1.2263 1.7251 -0.3244 0.4 -2.6 1.0 0.216
N 0.0776 -0.0701 -0.6925 2.4 0.1 2.4 -0.400
```
Forces are in eV/Å.